DFT (ωB97M-V/def2-TZVPD) results for a cluster of 36 separate species, C7H78Cl2IN4O36 in total.

Cartesian coordinates (Å):
C 2.197325 1.936435 0.222514
C 3.623449 1.285219 -0.049065
Cl 5.019394 2.404964 -0.378905
C 3.863179 -0.131716 -0.059167
Cl 5.545677 -0.772386 -0.368071
N 2.689369 -0.981926 0.223581
N 2.297401 -1.455029 1.445087
C 1.089998 -2.217529 1.361803
N 0.656852 -2.269961 -0.015056
C 1.704915 -1.494879 -0.695456
N 1.687247 -1.319001 -2.039526
C 0.578844 -1.871776 -2.859795
C 1.025894 -2.204459 -4.384725
O 2.151605 -2.638512 -4.700901
I -0.565920 -1.868055 -5.868583
H 1.484039 1.239667 0.825001
H 1.687972 2.200083 -0.775300
H 2.282269 2.923696 0.802896
H 2.865297 -1.244793 2.279332
H 0.550898 -2.695052 2.243701
H 2.475437 -0.751754 -2.409403
H -0.263513 -1.078824 -2.846435
H 0.161116 -2.873315 -2.457714
O 5.307889 0.300333 2.884603
H 5.566467 1.118894 2.441676
H 5.036082 -0.280267 2.163593
O -0.046060 1.255541 -4.689320
H 0.196178 2.076434 -5.136076
H -0.320390 0.671472 -5.410794
O -2.063236 0.425429 -7.593935
H -2.365144 -0.416014 -7.956638
H -2.584523 1.084474 -8.073154
O -1.190025 -5.244455 -0.401821
H -0.631672 -4.471617 -0.250220
H -1.702050 -5.012337 -1.189604
O -0.362728 0.871600 2.293385
H 0.372343 0.270585 2.128461
H -1.137953 0.293964 2.307439
O -1.936929 -4.512578 -3.447244
H -1.694220 -3.694499 -3.897909
H -2.213852 -5.102000 -4.163635
O 1.102678 3.633951 3.166188
H 0.752499 2.740362 3.040793
H 2.056048 3.499260 3.260284
O -0.211741 -4.531326 3.588052
H -1.111299 -4.758408 3.858377
H 0.298754 -5.328059 3.784382
O 3.829894 -3.893332 -0.859346
H 3.343930 -3.062224 -0.913261
H 3.600686 -4.350777 -1.680017
O 4.621186 -5.624075 1.893221
H 4.319141 -6.469955 1.538441
H 4.118340 -4.968905 1.392432
O -0.634909 4.274522 0.744013
H -0.875086 4.700970 1.577620
H -0.590721 3.333523 0.966407
O 1.834851 6.106062 1.836789
H 1.559991 5.840801 0.948574
H 1.923087 5.270062 2.314021
O -2.384408 -0.822552 0.167034
H -1.646945 -1.425254 0.008434
H -3.157993 -1.399541 0.176404
O 1.669339 1.537416 -6.634978
H 1.383744 1.273987 -7.520848
H 1.749524 0.702945 -6.157508
O -1.105501 -0.666033 4.365699
H -0.453220 -1.188089 4.849288
H -1.471221 -0.069452 5.036177
O 6.874896 -3.505959 1.058783
H 6.566563 -4.350372 0.702251
H 6.368407 -2.845184 0.570992
O -3.387416 -1.829642 2.561119
H -3.899385 -1.083456 2.224166
H -2.981687 -1.488122 3.370082
O -2.725139 0.746894 6.800056
H -3.582987 0.983463 6.426061
H -2.665450 1.281428 7.604021
O 3.486753 2.028878 -9.011349
H 4.135348 1.496748 -8.534856
H 3.139394 2.629394 -8.339858
O -0.605997 2.544126 -1.059376
H -1.109288 3.368753 -1.111759
H -0.821834 2.086125 -1.882640
O -3.428244 1.750210 9.841504
H -3.668128 2.177097 10.673306
H -3.383370 0.810178 10.066249
O 5.537684 -6.294038 -1.130563
H 5.056441 -5.459717 -1.193738
H 5.316299 -6.759112 -1.947322
O 2.895783 3.524132 5.614865
H 2.381778 4.271708 5.283427
H 3.305847 3.861797 6.420791
O -4.862481 -3.010762 -3.062767
H -4.138933 -3.628475 -3.231934
H -5.647201 -3.571396 -3.034909
O -4.206657 0.856607 -9.611729
H -5.025750 0.386979 -9.808072
H -3.969453 1.269528 -10.450548
O -3.809290 4.691986 0.970702
H -2.911724 4.331899 0.945778
H -3.682306 5.619024 1.209160
O 0.737737 7.729598 -0.291738
H 0.225263 8.478531 -0.623969
H 1.149522 8.067627 0.515121
O -2.283614 -0.550532 11.733757
H -2.633275 -1.442448 11.611721
H -1.331394 -0.683310 11.826739
O -4.021151 -5.837163 -5.161864
H -4.938695 -5.716857 -5.436217
H -3.883563 -6.791490 -5.218958
O 2.426201 -3.127949 4.185480
H 3.152214 -3.746271 4.023568
H 1.637517 -3.685679 4.189719
O 1.614399 9.739978 -2.303386
H 1.580475 8.809487 -2.040471
H 1.847977 9.710239 -3.239153
O -5.427815 2.296240 -11.624179
H -4.870579 3.069299 -11.467072
H -5.937437 2.531901 -12.409658
O -5.247439 -3.197792 4.490304
H -6.055437 -3.683565 4.284522
H -5.004038 -2.779547 3.652214
O -4.229823 4.516136 -1.956914
H -4.470679 4.940973 -1.123285
H -4.186273 3.578665 -1.734662
O -0.284438 1.059607 9.693466
H -1.115178 1.552098 9.756688
H -0.562518 0.159569 9.485041

Atoms 1-3, force components in eV/Å:
0.19 -0.05 -0.02
0.13 -1.91 0.13
-2.10 -1.59 0.48

Calculated values
Gap between HOMO and LUMO in eV: 8.602
Charge: +1
Max |F| in eV Å⁻¹: 5.8
DFT total energy in eV: -121332.1211

---

DFT (ωB97M-V/def2-TZVPD) results for a structure of composition C7H7AsBF2O3PtS5.

Cartesian coordinates (Å):
Pt -1.383722 -2.856045 -0.984608
S -4.822553 -5.746187 0.506599
As -2.773216 -5.650842 0.370419
S -2.183227 -4.821660 -1.710207
S -2.007926 -3.529094 1.041149
S -1.477847 -7.113286 1.002038
C 2.372351 4.454718 1.529200
C 1.531840 3.404902 0.853777
C 1.749509 3.054864 -0.471991
C 0.979761 2.076314 -1.089722
C -0.018495 1.447215 -0.370285
C -0.260265 1.785395 0.955445
C 0.515844 2.757507 1.558102
S -1.008665 0.201517 -1.133214
O -0.476011 -1.048225 -0.440434
O -0.686543 0.163453 -2.539033
O -2.382988 0.442084 -0.779825
H 3.049251 4.932975 0.822009
H 2.974285 4.016984 2.328032
H 1.747463 5.228456 1.978304
H 2.531447 3.552579 -1.033753
H 1.142931 1.799696 -2.122230
H -1.054040 1.288529 1.497333
H 0.331555 3.023734 2.592773
F 0.793302 -4.795169 -0.444024
B 0.140832 -4.118808 -1.354544
F 0.675127 -3.951607 -2.561310

Atoms 1-3, force components in eV/Å:
-0.04 0.58 0.28
-0.12 -0.06 -0.01
0.15 0.51 0.23

Calculated values
Gap between HOMO and LUMO in eV: 6.209
Energy relative to the best compared isomer or geometry (same formula, charge and spin) in kcal/mol: 30.7
Charge: -1
Max |F| in eV Å⁻¹: 0.6
DFT total energy in eV: -137895.2390

---

DFT (ωB97M-V/def2-TZVPD) results for the molecule C7H7BO3.

Cartesian coordinates (Å):
B -1.484195 -0.339693 -1.215962
C -0.230628 0.348300 2.403821
C 1.165878 0.130762 2.202125
C -1.071770 0.366539 1.308619
C 1.568929 -0.122228 0.871992
C -0.659538 -0.100121 0.061455
C 0.700480 -0.237626 -0.155998
C 1.081004 -0.577926 -1.625702
O -0.819942 -0.491179 -2.379107
O -2.886355 -0.163678 -1.182253
O 1.486715 0.345468 -2.366171
H -0.614473 0.578496 3.352874
H 1.882028 0.155580 3.076276
H -2.092460 0.627493 1.458062
H 2.677048 -0.287883 0.789575
H 1.375120 -1.488472 -2.092659
H -3.122155 0.077675 -2.097750
H 1.044316 1.178494 -2.409197

Atoms 1-3, force components in eV/Å:
-1.50 0.71 -1.51
2.28 0.22 -1.23
-1.32 -0.01 0.04

Calculated values
Gap between HOMO and LUMO in eV: 9.916
Energy relative to the best compared isomer or geometry (same formula, charge and spin) in kcal/mol: 49.5
Max |F| in eV Å⁻¹: 4.5
DFT total energy in eV: -14191.7799

---

DFT (ωB97M-V/def2-TZVPD) results for the molecule C7H7BOS.

Cartesian coordinates (Å):
O -1.195831 -1.141025 3.217188
B -1.322824 -0.452628 2.122843
S -2.743192 0.556081 1.484320
C -1.973975 0.992798 -0.113954
C -0.563402 0.392973 -0.256844
C 0.243978 0.423610 -1.389783
C 1.518748 -0.107074 -1.372855
C 1.945125 -0.711247 -0.236943
C 1.202085 -0.879528 0.927489
C -0.048121 -0.163850 0.909415
H -2.066771 -1.368793 3.660895
H -1.925730 2.170952 -0.045129
H -2.501361 0.810772 -1.031108
H -0.058416 0.803785 -2.393774
H 2.033345 -0.014227 -2.335100
H 2.859221 -1.128778 -0.050096
H 1.595439 -1.345733 1.788768

Atoms 1-3, force components in eV/Å:
-1.54 -1.81 2.53
1.79 3.06 -4.73
0.08 -0.90 -0.15

Calculated values
SMILES string: OB1SCc2ccccc21
Gap between HOMO and LUMO in eV: 9.374
Energy relative to the best compared isomer or geometry (same formula, charge and spin) in kcal/mol: 0.0
Max |F| in eV Å⁻¹: 5.9
DFT total energy in eV: -20932.7297

---

DFT (ωB97M-V/def2-TZVPD) results for a cluster of 2 separate species, C7H7BrO in total.

Cartesian coordinates (Å):
C -1.475595 1.728194 0.133920
C -1.913563 0.479305 0.326015
C -0.069658 1.755403 0.088318
C 0.260612 0.262129 0.081280
C 0.646739 2.873975 0.025355
C 1.373141 -0.434406 -0.103612
C 1.034095 -3.185248 0.150464
O -0.898701 -0.389474 0.332085
Br 3.066894 0.217895 -0.235428
H -2.224851 2.480373 0.057090
H -2.848059 0.168875 0.460457
H 1.782674 2.892591 -0.029014
H 0.167520 3.772446 0.039649
H 0.817788 -3.210300 1.157170
H 0.150465 -3.303302 -0.341624
H 1.966865 -3.410090 -0.392857

Atoms 1-3, force components in eV/Å:
-2.89 -0.71 0.44
3.69 2.72 -0.80
1.24 -0.77 -0.58

Calculated values
Gap between HOMO and LUMO (spin up / spin down) in eV: 6.438 / 6.440
Energy relative to the best compared isomer or geometry (same formula, charge and spin) in kcal/mol: 123.1
Max |F| in eV Å⁻¹: 4.7
DFT total energy in eV: -79455.4670

---

DFT (ωB97M-V/def2-TZVPD) results for the molecule C7H7BrO4.

Cartesian coordinates (Å):
C 2.214018 -0.859838 0.928130
C 1.896997 -0.485585 -0.377304
C 0.983228 0.696232 -0.727369
O 1.157656 1.922079 0.013039
C -0.084543 2.379449 0.433266
O -0.274896 3.228776 1.166864
O -1.020618 1.558835 -0.196845
C -0.365766 0.291143 -0.071059
C -1.098621 -0.963869 -0.538635
C -2.503867 -0.932731 0.110308
O -2.632917 -0.784525 1.246264
Br -4.099966 -1.117637 -1.000907
H 1.644010 -1.711251 1.333541
H 2.988121 -0.334079 1.496348
H 2.275108 -1.050177 -1.245062
H 0.920598 0.873254 -1.811747
H -0.200766 0.207410 1.019197
H -1.194501 -1.051178 -1.630124
H -0.603277 -1.866305 -0.147905

Atoms 1-3, force components in eV/Å:
-0.19 -0.01 -1.03
0.50 1.07 0.26
1.25 -0.64 1.15

Calculated values
SMILES string: C=C[C@@H]1OC(=O)O[C@H]1CC(=O)Br
Gap between HOMO and LUMO in eV: 7.395
Max |F| in eV Å⁻¹: 5.4
DFT total energy in eV: -85600.6012

---

DFT (ωB97M-V/def2-TZVPD) results for a cluster of 2 separate species, C7H7Cl2NO in total.

Cartesian coordinates (Å):
H -2.502478 1.016193 0.981024
N -1.700729 0.753847 1.534045
C -1.045881 -0.156703 0.910802
C -1.441325 -0.678906 -0.354411
C -0.588983 -1.159627 -1.256965
C 0.721688 -1.408442 -0.817061
C 1.145703 -1.201851 0.444416
C 0.342930 -0.432593 1.417105
H -2.396710 -0.498030 -0.848571
H -0.986930 -1.184143 -2.293867
H 1.442517 -1.953928 -1.569508
H 2.148551 -1.609115 0.877976
H 0.794784 0.473197 1.712415
H 0.314927 -0.978303 2.375132
O 1.359731 3.126609 0.159001
C 0.924053 2.368242 -0.615826
Cl -0.632556 2.246723 -1.304797
Cl 2.100707 1.276831 -1.350910

Atoms 1-3, force components in eV/Å:
-0.74 -0.08 0.06
0.43 -0.18 -0.13
-0.12 1.46 1.42

Calculated values
SMILES string: [H]/N=C1\C=CC=CC1.O=C(Cl)Cl
Gap between HOMO and LUMO in eV: 8.413
Energy relative to the best compared isomer or geometry (same formula, charge and spin) in kcal/mol: 51.4
Max |F| in eV Å⁻¹: 5.0
DFT total energy in eV: -35952.6817

---

DFT (ωB97M-V/def2-TZVPD) results for a cluster of 2 separate species, C7H7Cl3Si in total.

Cartesian coordinates (Å):
C 2.143126 0.739487 -1.115599
C 1.638854 1.289780 0.053544
C 1.727006 -0.479810 -1.467220
C 0.830558 0.578411 0.877827
C 0.868067 -1.248180 -0.756005
C 0.415120 -0.700906 0.527691
C -0.412749 -1.410502 1.367555
Si -3.218460 0.538763 0.196338
Cl -0.899491 -3.015246 1.115572
Cl -1.924027 1.606603 -0.975738
Cl -4.071286 1.607636 1.670512
H 2.934443 1.335872 -1.657895
H 1.860304 2.361619 0.391747
H 2.110620 -1.062785 -2.352570
H 0.393281 1.144049 1.751947
H 0.637264 -2.356419 -0.912215
H -0.971944 -0.881114 2.020286
H -4.060683 -0.047256 -0.735771

Atoms 1-3, force components in eV/Å:
1.92 3.37 0.17
0.73 2.46 0.65
0.59 -3.95 -3.28

Calculated values
Gap between HOMO and LUMO (spin up / spin down) in eV: 6.343 / 7.208
Energy relative to the best compared isomer or geometry (same formula, charge and spin) in kcal/mol: 131.1
Max |F| in eV Å⁻¹: 5.2
DFT total energy in eV: -52816.5293